Molecular formula: C33H32BN5O8S3SbTi
Method: DFT, the ωB97M-V functional and the def2-TZVPD basis

Spin multiplicity: 3
Gap between HOMO and LUMO (spin up / spin down), eV: 5.69 / 7.47
LUMO energy (spin up / spin down), eV: 2.2 / 2.2
Charge: -1
HOMO level (spin up / spin down), Ha: -0.127 / -0.193

XYZ file:
```
84
Properties=species:S:1:pos:R:3:forces:R:3:mulliken_charge:R:1
Ti 0.273 1.618 2.102 -1.78 -0.73 -0.15 0.380
O 2.765 4.703 1.783 -0.81 -1.25 1.00 -0.690
C 2.239 3.654 2.146 -1.54 0.65 -1.19 0.338
O 0.904 3.415 2.349 3.29 1.51 -0.75 -0.316
C 3.020 2.361 2.192 2.05 -1.01 0.34 0.732
C 4.425 2.175 2.194 -1.32 1.34 0.79 -1.031
C 4.945 0.871 2.186 -0.64 -1.76 0.33 -0.709
C 4.091 -0.240 2.166 1.68 0.82 0.35 -1.006
C 2.735 0.018 2.275 -1.93 -1.69 1.04 0.587
N 2.218 1.284 2.253 1.17 0.83 -0.79 0.683
C 1.662 -0.911 2.697 2.19 2.52 -2.09 0.685
O 1.994 -2.181 2.921 0.46 -0.94 0.12 -0.579
O 0.520 -0.414 2.719 -0.42 -1.69 0.47 -0.369
H 2.879 2.608 -0.968 -0.99 -0.62 0.03 0.300
H 5.075 3.017 2.459 -0.33 -0.19 -0.63 0.450
H 5.970 0.615 2.418 0.29 0.55 -0.49 0.397
H 4.580 -1.242 2.201 -0.74 0.75 -0.02 0.187
H 2.972 -2.290 2.753 -1.60 0.29 0.31 0.320
C -0.104 -0.566 6.127 -1.49 -0.98 1.20 -0.606
N -1.334 0.194 5.817 -1.82 1.94 -0.15 0.329
C -2.735 0.064 6.222 3.30 -0.87 -0.41 -0.721
C -3.369 1.103 5.691 -0.97 0.36 -0.20 -0.328
N -2.508 1.943 5.027 0.15 -1.18 0.30 0.231
B -3.013 3.187 4.304 0.31 1.49 0.22 0.150
N -3.658 3.005 2.895 -0.35 -0.28 0.75 0.486
C -4.623 3.885 2.461 0.36 0.96 0.89 -0.656
C -4.983 3.540 1.217 -1.46 0.32 -1.23 -0.410
N -4.342 2.368 0.942 2.65 -1.25 -0.34 0.272
C -4.418 1.598 -0.291 -0.91 -2.07 -0.04 -0.929
C -3.388 2.121 1.953 -1.90 0.15 -1.02 -0.081
S -2.264 0.863 1.975 0.24 -0.58 0.05 -0.570
C -1.282 1.408 5.136 0.37 -1.70 0.45 -0.248
S 0.192 2.004 4.610 0.45 0.80 0.10 -0.472
H 0.483 -0.094 6.914 -0.10 0.23 -0.06 0.328
H 0.508 -0.681 5.261 0.15 0.13 -0.68 0.063
H -0.374 -1.592 6.494 -0.05 0.93 -0.37 0.289
H -2.983 -0.779 6.817 -0.58 -0.36 0.22 0.485
H -4.418 1.328 5.666 -0.12 -0.03 0.24 0.478
H -3.803 3.775 5.044 -0.11 -0.44 -0.35 -0.204
H -2.142 3.939 4.063 0.84 0.29 0.28 -0.102
H -4.846 4.724 3.121 -0.18 -0.32 -0.56 0.394
H -5.634 4.007 0.441 0.55 -0.48 1.12 0.400
H -5.466 1.214 -0.404 0.68 0.56 -0.02 0.352
H -3.808 0.635 -0.317 -0.40 1.60 0.74 0.212
H -4.142 2.136 -1.178 0.14 0.61 -0.25 0.378
C -2.758 -0.636 -6.521 -0.28 1.08 0.39 -0.612
C -2.265 -1.876 -6.226 2.09 -0.08 2.20 -0.533
C -1.376 -2.073 -5.082 -2.19 -0.43 -2.38 -0.197
C -1.026 -0.977 -4.360 0.97 -0.84 1.45 0.016
C -1.395 0.321 -4.708 -0.53 0.12 -0.83 -0.605
C -2.283 0.480 -5.763 -0.93 0.71 -0.55 -0.376
Sb -0.015 -1.341 -2.484 0.57 0.15 0.96 1.061
C 0.446 -3.480 -2.207 -0.59 0.60 -0.67 0.016
C -0.033 -4.258 -1.158 0.01 -0.53 0.30 -0.716
C 0.050 -5.652 -1.217 -0.44 -0.64 1.50 -0.088
C 0.678 -6.283 -2.305 -1.58 -0.46 0.93 -0.586
C 0.969 -5.495 -3.394 1.63 0.01 -1.08 -0.540
C 1.001 -4.104 -3.308 -0.85 -1.01 -0.28 -0.176
C 1.928 -1.222 -3.405 -1.15 0.78 -0.32 0.240
C 2.191 -0.433 -4.553 0.66 -1.31 2.23 -0.330
C 3.520 -0.010 -4.673 -2.29 1.14 -2.10 -0.530
C 4.481 -0.385 -3.774 1.81 -0.04 -0.29 -0.499
C 4.247 -1.327 -2.781 -1.14 0.52 0.45 -0.766
C 2.912 -1.687 -2.566 0.75 0.08 0.63 -0.079
H -3.573 -0.512 -7.259 0.84 0.04 0.29 0.321
H -2.403 -2.743 -6.798 -0.87 -0.96 -0.90 0.421
H -1.144 -3.131 -4.821 0.12 1.05 -0.10 0.266
H -0.992 1.182 -4.176 -0.26 -0.23 0.04 0.519
H -2.689 1.511 -5.994 0.60 -1.31 0.20 0.289
H -0.410 -3.833 -0.223 -0.26 0.19 -0.53 0.356
H -0.483 -6.229 -0.360 1.45 0.77 -1.53 0.245
H 0.782 -7.379 -2.290 -0.15 0.62 -0.33 0.321
H 1.275 -5.937 -4.352 0.11 -0.06 0.51 0.346
H 1.367 -3.530 -4.155 -0.13 -0.07 0.06 0.445
H 1.332 -0.181 -5.163 0.43 0.41 -0.29 0.400
H 3.646 0.723 -5.512 0.68 -0.71 0.96 0.290
H 5.460 0.083 -3.933 -0.15 -0.43 0.34 0.307
H 4.946 -1.621 -2.016 0.54 0.06 -0.23 0.380
H 2.617 -2.218 -1.634 0.44 0.18 -0.84 0.228
O 0.058 1.397 0.009 1.10 0.52 -0.99 -0.231
S 0.764 2.011 -1.184 -0.53 -1.98 0.03 0.839
O 2.321 1.817 -0.772 0.21 0.04 -0.36 -0.387
O 0.570 3.398 -1.324 -0.27 1.73 -0.04 -0.718
O 0.474 1.240 -2.412 0.80 1.05 1.59 -0.221
```
Forces are in eV/Å.